(1)
8
Properties=species:S:1:pos:R:3:lowdin_charge:R:1 method="wB97M-V/def2-TZVPD" lumo_ev="-11.0 / -12.0" orbital_gap_ev="9.5 / 8.6" total_energy_ha=-955.7178 charge=+2 homo_energy_ha="-0.754 / -0.756" multiplicity=9 de_lowest_kcal_mol=0.0
H -0.268 -0.699 -3.385 -0.06
O -0.074 -1.094 -0.408 -0.28
Gd -1.625 -0.300 -2.075 1.96
O 0.648 -0.775 0.600 -0.04
C 0.367 0.503 1.203 0.04
H 1.163 0.647 1.936 0.14
H 0.397 1.280 0.429 0.11
H -0.609 0.436 1.701 0.13

(2)
9
Properties=species:S:1:pos:R:3:lowdin_charge:R:1 method="wB97M-V/def2-TZVPD" lumo_ev="-0.1 / -1.8" orbital_gap_ev="6.7 / 7.5" total_energy_ha=-1000.4246 homo_energy_ha="-0.248 / -0.342" multiplicity=3 de_lowest_kcal_mol=89.6
C -2.922 -0.412 -0.980 -1.19
O -0.318 -0.771 0.204 -0.99
Si -0.018 0.840 0.248 0.40
I -1.914 -1.913 0.015 1.23
I -4.043 0.839 0.128 0.80
H -3.307 -0.538 -1.966 -0.07
H -0.872 1.639 1.350 -0.06
H -0.790 1.318 -0.960 -0.07
H 1.447 0.729 0.130 -0.06

(3)
7
Properties=species:S:1:pos:R:3:lowdin_charge:R:1 method="wB97M-V/def2-TZVPD" lumo_ev="-1.0 / 0.0" orbital_gap_ev="7.2 / 9.0" total_energy_ha=-392.7731 homo_energy_ha="-0.302 / -0.332" multiplicity=1 de_lowest_kcal_mol=82.6
C -1.212 0.157 -0.348 0.01
N 1.204 -0.634 0.468 -0.65
I 2.556 0.321 -0.502 0.70
H -1.796 -0.735 -0.043 0.00
H -1.332 1.047 0.312 -0.01
H -0.842 0.456 -1.395 0.01
H 1.422 -0.612 1.507 -0.05

(4)
8
Properties=species:S:1:pos:R:3:lowdin_charge:R:1 method="wB97M-V/def2-TZVPD" lumo_ev=-6.0 orbital_gap_ev=8.6 total_energy_ha=-447.3472 charge=+1 homo_energy_ha=-0.534 multiplicity=1 de_lowest_kcal_mol=68.9
C -0.188 0.200 -0.040 -0.35
N -1.331 0.783 0.021 -0.40
N 0.112 -1.049 -0.113 0.15
I -3.187 -0.183 -0.010 0.95
H 1.142 1.319 -0.139 0.32
H -1.398 1.791 0.105 0.08
H 1.065 -1.383 -0.171 0.14
H -0.627 -1.752 -0.096 0.10

(5)
8
Properties=species:S:1:pos:R:3:lowdin_charge:R:1 method="wB97M-V/def2-TZVPD" lumo_ev="-6.3 / -7.1" orbital_gap_ev="8.1 / 7.2" total_energy_ha=-447.2666 charge=+1 homo_energy_ha="-0.526 / -0.527" multiplicity=1 de_lowest_kcal_mol=119.5
C -0.175 -0.363 0.312 -0.36
N 0.975 -0.369 -0.307 -0.40
N -0.965 0.616 0.276 0.11
I 1.547 0.817 -1.975 0.92
H -0.703 -2.108 1.305 0.31
H 1.884 -0.812 -0.024 0.09
H -1.965 0.758 0.725 0.21
H -0.599 1.460 -0.312 0.11

(6)
9
Properties=species:S:1:pos:R:3:lowdin_charge:R:1 method="wB97M-V/def2-TZVPD" lumo_ev=-4.7 orbital_gap_ev=9.2 total_energy_ha=-522.5785 charge=+1 homo_energy_ha=-0.511 multiplicity=1 de_lowest_kcal_mol=31.0
C -1.382 -1.590 -0.221 -0.58
N 0.875 0.922 0.349 0.31
N -0.784 -1.066 -1.065 -0.25
O 0.053 -0.649 -1.814 0.01
I -2.376 -1.332 1.534 0.97
H 0.239 0.942 1.142 0.12
H 1.822 0.628 0.619 0.16
H 0.960 1.855 -0.086 0.17
H 0.593 0.290 -0.458 0.09

(7)
9
Properties=species:S:1:pos:R:3:lowdin_charge:R:1 method="wB97M-V/def2-TZVPD" lumo_ev=-5.3 orbital_gap_ev=10.0 total_energy_ha=-522.5364 charge=+1 homo_energy_ha=-0.561 smiles="N/C(I)=[NH+]/O" multiplicity=1 de_lowest_kcal_mol=57.4
N 0.993 -0.709 -1.412 0.12
C 0.057 -0.237 0.081 -0.62
I -0.679 -1.707 1.235 1.20
N -0.243 1.000 0.313 -0.06
O -1.218 1.479 1.098 0.06
H 0.586 -1.582 -1.487 -0.02
H 2.003 -0.735 -1.241 0.07
H 0.087 1.817 -0.152 0.19
H -1.585 0.674 1.566 0.07

(8)
9
Properties=species:S:1:pos:R:3:lowdin_charge:R:1 method="wB97M-V/def2-TZVPD" lumo_ev=-0.1 orbital_gap_ev=8.8 total_energy_ha=-502.3452 homo_energy_ha=-0.326 multiplicity=1 de_lowest_kcal_mol=14.4
C -1.734 0.075 1.337 -0.04
N -1.468 -0.230 0.160 -0.23
N -1.156 -0.223 -0.928 0.19
N 2.009 -0.099 -0.534 -0.47
I 2.378 1.490 -1.854 0.58
H -1.410 -0.708 2.034 0.09
H 1.089 -0.328 -0.856 -0.14
H -2.416 0.843 1.263 0.05
H 2.708 -0.821 -0.623 -0.04